Here is a molecular structure, C61H58ClIN2O2P2PtSeSi at a distorted geometry from OMol25. Energies are from ωB97M-V/def2-TZVPD.

```
130
Properties=species:S:1:pos:R:3:forces:R:3
Pt 0.42888 -1.27907 0.62163 1.6 -2.0 1.7
I 1.43060 -3.27978 2.02343 -0.8 0.8 -0.7
C 2.85547 -2.74002 3.47296 -0.3 0.5 -0.2
C 3.87361 -3.64583 3.47693 0.2 -0.2 0.0
C 4.84640 -3.61847 4.49435 0.0 -0.1 0.0
C 4.73138 -2.69909 5.48760 0.0 0.1 0.1
C 3.69041 -1.73561 5.48604 0.0 0.0 -0.1
C 3.60323 -0.83404 6.57154 0.1 -0.1 0.0
C 2.59355 0.07204 6.63007 -0.2 0.1 0.0
C 1.68417 0.15991 5.55933 0.0 0.0 0.0
C 1.74122 -0.65393 4.44779 -0.1 0.0 -0.1
P 0.53165 -0.23271 3.08363 -0.3 0.0 -0.1
C -1.03077 -0.85393 3.83384 -0.1 0.1 -0.1
C -1.03187 -1.98881 4.64757 -0.1 0.1 0.0
C -2.22567 -2.52467 5.12354 0.1 0.0 -0.1
C -3.43878 -1.93048 4.80674 0.0 -0.1 0.1
C -3.45177 -0.78698 4.02142 0.1 0.1 -0.1
C -2.26121 -0.26064 3.53639 -0.1 0.1 -0.1
C 0.47764 1.59803 3.21228 0.0 0.0 0.0
C 1.41980 2.28916 2.44932 0.0 0.1 -0.1
C 1.46793 3.67779 2.47358 -0.1 -0.1 0.0
C 0.57750 4.39574 3.27056 0.0 0.0 -0.1
C -0.36496 3.71606 4.02994 0.0 -0.1 0.0
C -0.42387 2.32292 3.99370 0.1 0.0 0.1
C 2.72645 -1.69162 4.42834 0.2 -0.1 0.0
H 3.92245 -4.41588 2.71387 0.0 0.1 0.1
H 5.64825 -4.34679 4.49130 -0.1 0.1 0.0
H 5.43569 -2.68855 6.31292 0.0 0.0 -0.1
H 4.34950 -0.89471 7.35853 -0.1 0.0 -0.1
H 2.49443 0.74416 7.47536 0.0 -0.1 -0.1
H 0.91813 0.91445 5.63616 -0.1 0.1 -0.1
H -0.09911 -2.45775 4.93341 0.0 0.0 0.0
H -2.20027 -3.41062 5.74756 0.0 0.1 0.0
H -4.36607 -2.34801 5.18369 0.1 0.0 0.0
H -4.39759 -0.30543 3.78758 0.1 0.0 0.0
H -2.27225 0.63561 2.92289 0.0 -0.2 0.1
H 2.11057 1.73210 1.81954 0.0 0.1 0.0
H 2.20381 4.20343 1.87557 0.0 0.0 0.1
H 0.63193 5.47787 3.30954 0.0 -0.1 0.0
H -1.05501 4.26782 4.65993 0.1 -0.1 0.0
H -1.16376 1.81065 4.59734 0.1 0.0 0.0
Cl -5.04562 5.81265 -4.00837 0.0 0.0 0.0
C -4.03969 4.76329 -3.08236 0.0 0.0 0.0
C -3.97113 3.41748 -3.40188 0.1 -0.2 0.0
C -3.12369 2.58789 -2.67351 0.0 0.0 -0.1
C -2.36898 3.07717 -1.60935 0.1 -0.2 0.2
C -1.44643 2.15927 -0.85530 -0.5 0.4 -0.9
C -2.45683 4.43947 -1.31285 0.0 0.1 0.1
C -3.27897 5.28276 -2.04030 0.1 0.1 0.1
H -4.55453 3.03097 -4.23004 0.1 0.0 0.0
H -3.00993 1.54910 -2.96857 0.0 0.1 0.0
H -0.54552 2.66596 -0.53067 0.1 0.0 0.1
H -1.17055 1.28555 -1.45059 0.1 -0.1 0.2
H -1.85668 4.85583 -0.50416 -0.1 -0.1 -0.1
H -3.32300 6.34360 -1.81879 0.0 -0.1 0.0
O 0.31230 -0.18118 -1.71008 0.2 0.4 -0.2
P 1.36524 0.14714 -2.74963 -0.4 -0.1 0.4
C 3.00209 0.26587 -2.01224 0.2 0.1 0.0
C 4.03684 0.95997 -2.64798 -0.1 0.0 0.0
C 5.27424 1.08440 -2.03235 0.0 0.0 -0.1
C 5.48775 0.52060 -0.78077 -0.1 -0.1 0.1
C 4.45769 -0.15480 -0.13443 0.1 0.0 -0.1
C 3.21874 -0.28058 -0.74828 0.1 0.1 0.0
C 1.38068 -1.02969 -4.10511 0.0 0.1 -0.2
C 0.24369 -1.80181 -4.32807 0.0 0.0 -0.1
C 0.19616 -2.65850 -5.42206 0.0 0.0 0.0
C 1.26883 -2.72191 -6.30583 -0.1 0.0 0.0
C 2.39142 -1.92746 -6.10214 0.1 0.0 0.0
C 2.45157 -1.08838 -4.99959 0.0 0.0 0.0
C 1.09753 1.75779 -3.52939 0.0 0.1 -0.1
C 0.73941 1.89691 -4.87094 -0.1 0.1 0.1
C 0.51212 3.16414 -5.40352 0.0 0.0 0.0
C 0.63644 4.29144 -4.60373 0.0 0.0 0.0
C 1.00007 4.16085 -3.26671 0.0 0.0 0.1
C 1.23695 2.90342 -2.73660 0.0 -0.1 0.0
H 3.86733 1.42405 -3.61615 0.0 0.0 0.1
H 6.06945 1.63351 -2.52455 -0.1 -0.1 0.0
H 6.45451 0.62030 -0.30115 -0.1 0.0 0.0
H 4.61829 -0.58196 0.85012 0.0 0.0 0.0
H 2.40273 -0.77305 -0.21988 0.2 0.0 -0.2
H -0.59909 -1.71547 -3.65540 0.0 -0.1 0.1
H -0.68499 -3.27066 -5.59063 0.1 0.1 0.0
H 1.22858 -3.38659 -7.16156 0.0 0.0 0.1
H 3.22054 -1.96542 -6.80073 -0.1 0.0 0.1
H 3.33425 -0.47570 -4.83702 -0.1 -0.1 0.0
H 0.63370 1.02575 -5.50511 0.0 0.0 0.0
H 0.24196 3.26650 -6.44885 0.0 0.0 0.1
H 0.46544 5.27541 -5.02530 0.0 -0.1 0.0
H 1.10964 5.04423 -2.64505 0.0 -0.1 -0.1
H 1.56112 2.80040 -1.70408 0.0 0.0 0.0
C -5.58127 1.28718 0.60382 -0.2 0.2 -0.2
N -4.15151 1.62027 0.65051 -1.5 0.8 0.8
N -3.24164 0.84156 0.27424 1.1 -1.0 -0.9
C -1.89716 1.48402 0.57354 1.6 -1.0 1.3
O -0.93349 0.72351 1.03834 -1.1 0.2 -1.4
C -2.32601 2.63926 1.35782 -0.3 0.5 -0.2
C -3.67180 2.73632 1.32786 -0.1 0.6 0.2
C -4.59778 3.77021 1.88058 -0.1 -0.1 -0.1
C -3.48861 -0.35473 -0.45467 0.0 -0.2 -0.2
C -4.34439 -0.34341 -1.56697 0.2 0.3 0.1
C -4.57410 -1.51755 -2.25000 0.1 -0.2 0.0
C -3.96947 -2.70167 -1.82083 0.0 0.1 0.0
C -3.13673 -2.70297 -0.70848 -0.2 -0.1 -0.2
C -2.88492 -1.53010 -0.02015 -0.1 0.2 0.2
H -5.70284 0.22917 0.40803 0.1 -0.1 0.0
H -6.08017 1.86114 -0.17539 0.1 0.0 0.0
H -6.00791 1.54511 1.56827 0.1 0.1 0.0
H -1.62398 3.35738 1.77486 -0.2 -0.3 0.0
H -4.01313 4.62308 2.22289 0.0 -0.1 0.0
H -5.16799 3.38688 2.73171 0.0 0.0 -0.1
H -5.30478 4.11885 1.12311 0.1 0.0 0.0
H -4.79700 0.58172 -1.90179 0.0 0.0 0.0
H -5.22819 -1.51585 -3.11433 0.1 0.0 0.1
H -4.15742 -3.62715 -2.35370 0.0 0.1 0.0
H -2.68827 -3.62323 -0.36054 0.0 0.0 0.0
H -2.28998 -1.53867 0.87948 0.2 0.1 0.1
C 0.92120 -6.05976 -2.34801 -0.2 -0.2 -0.2
Si 2.01458 -4.80465 -1.54760 -0.1 0.7 0.4
C 2.91166 -5.51782 -0.08703 0.2 -0.4 0.0
C 3.20829 -4.02126 -2.71954 0.2 0.0 -0.3
Se 0.35856 -3.22704 -0.98437 -0.7 0.3 0.1
H 1.53058 -6.73636 -2.96125 -0.1 0.1 0.1
H 0.17989 -5.58236 -2.99703 0.1 -0.1 0.0
H 0.39302 -6.65600 -1.59973 0.0 0.0 -0.1
H 3.51150 -6.38002 -0.41460 -0.1 0.2 0.0
H 2.20926 -5.87149 0.67090 0.1 -0.1 0.0
H 3.58805 -4.78837 0.36112 0.0 0.0 0.0
H 3.61395 -4.78291 -3.39986 0.0 0.1 0.1
H 4.04609 -3.56432 -2.18248 -0.1 0.0 -0.1
H 2.72054 -3.25279 -3.32493 0.1 -0.1 0.0
```
Forces are in eV/Å.

Output
* total charge: +2
* HOMO-LUMO gap: 4.32 eV
* LUMO energy: -7.380 eV